Arrangement w

Formula: C5H7Br
Source: the Open Molecules 2025 dataset
Level of theory: wB97M-V/def2-TZVPD

Geometry (Å):
1 C 0.6761 1.5050 -0.0807
2 C -0.0217 0.8802 -1.0475
3 C 0.1209 0.7490 1.0777
4 C -0.5944 -0.0970 -0.0477
5 C -0.0638 -1.5513 -0.2020
6 Br -2.5659 -0.0611 0.0804
7 H 1.5523 2.1011 -0.2358
8 H 0.1922 0.6729 -2.0492
9 H 0.9850 0.3760 1.5414
10 H -0.4912 1.1288 1.9099
11 H -0.2735 -2.2080 0.5717
12 H 0.9728 -1.6301 -0.3683
13 H -0.4888 -1.8655 -1.1500

Computed properties:
E_HOMO: -0.34991 Eh
Multiplicity: 1
Lowest unoccupied orbital energy: 0.95 eV

=====

Arrangement x

Formula: C5H7Br
Source: the Open Molecules 2025 dataset
Level of theory: wB97M-V/def2-TZVPD

Geometry (Å):
1 C -0.4317 0.4781 -1.6816
2 C -0.3350 0.3666 -0.0770
3 C 0.7164 -0.0304 0.6435
4 C -1.0160 -0.4958 -2.6760
5 C 0.6523 -0.0282 2.0955
6 Br -1.4832 -2.2220 -2.1823
7 H -0.9894 1.4440 -1.7519
8 H 0.6715 0.5877 -2.1398
9 H -1.3380 0.4289 0.2867
10 H 1.6379 -0.0712 0.0094
11 H 1.7323 0.2262 2.5439
12 H 0.4588 -1.1051 2.4106
13 H -0.2759 0.4213 2.5192

Computed properties:
E_HOMO: -0.30717 Eh
Multiplicity: 1
Lowest unoccupied orbital energy: -0.46 eV

=====

Result of the stability comparison: arrangement w is the most stable of them.